One molecule with the formula C11H13N3S in a non-equilibrium geometry. Source: the Open Molecules 2025 dataset; level of theory: ωB97M-V/def2-TZVPD.

Properties
energy	-26920.359	eV
energy above the lowest of the compared OMol25 structures with the same formula, charge and spin	80.5	kcal/mol
frontier orbital gap	8.93	eV
LUMO	0.65	eV
SMILES	Nc1ccnn1[C@@H](c1cccs1)C1CC1

```
! wB97M-V def2-TZVPD RIJCOSX def2/J DEFGRID3
* xyz 0 1
N -1.52 -0.37 2.36
C -1.59 -1.04 1.16
C -2.24 -2.15 0.72
C -1.99 -2.17 -0.66
N -1.20 -1.20 -1.09
N -0.98 -0.56 0.05
C -0.03 0.49 -0.03
C 1.31 -0.05 0.21
C 1.81 -1.25 -0.27
C 3.12 -1.42 0.14
C 3.57 -0.55 1.07
S 2.39 0.66 1.35
C -0.12 1.36 -1.25
C -1.16 2.39 -1.33
C 0.24 2.84 -1.26
H -2.08 -0.68 3.08
H -1.55 0.58 2.30
H -2.93 -2.75 1.19
H -2.12 -3.07 -1.23
H -0.23 1.03 0.88
H 1.23 -1.70 -0.93
H 3.73 -2.34 -0.20
H 4.57 -0.44 1.63
H 0.05 0.88 -2.25
H -1.89 2.56 -0.58
H -1.70 2.49 -2.34
H 0.48 3.23 -2.28
H 0.83 3.22 -0.43
*
```